(1)
Here is a 8-piece molecular cluster, C36H69BrF3N4O8 overall at a distorted geometry from OMol25. Energies are from ωB97M-V/def2-TZVPD.

Geometry (Å):
C (3.08298, 0.38892, 3.32148)
C (3.19675, -0.44332, 4.57346)
C (3.48646, -1.85933, 4.14560)
Br (3.25847, -3.15110, 5.54646)
N (2.78128, -2.21855, 2.91216)
N (3.50105, -2.12646, 1.72805)
C (2.62176, -2.49905, 0.77835)
N (1.42588, -2.80432, 1.21114)
C (1.51283, -2.62626, 2.55041)
N (0.46075, -2.77226, 3.34931)
C (-0.83808, -3.17725, 2.82930)
C (-1.71985, -2.00355, 2.37667)
O (-2.72332, -1.73159, 3.30787)
C (-2.45117, -2.28828, 1.08698)
F (-3.34333, -1.33307, 0.75763)
F (-1.63274, -2.37399, 0.00910)
F (-3.14074, -3.45351, 1.13602)
H (3.23126, 1.43529, 3.53309)
H (3.86508, 0.14484, 2.62254)
H (2.12056, 0.28295, 2.83944)
H (2.32377, -0.38144, 5.20789)
H (4.03940, -0.12314, 5.16936)
H (4.53074, -1.95720, 3.89800)
H (4.45988, -1.83199, 1.68758)
H (2.91775, -2.50844, -0.25237)
H (0.53073, -2.59494, 4.33623)
H (-1.35683, -3.66657, 3.63598)
H (-0.68758, -3.89738, 2.04171)
H (-1.09756, -1.13537, 2.20959)
H (-2.52459, -0.93047, 3.78834)
C (7.01070, 1.90464, 0.02095)
C (5.93885, 1.28671, -0.88216)
C (4.97461, 0.71459, 0.14482)
O (5.06234, 1.55441, 1.30296)
C (6.18520, 2.44018, 1.18132)
H (7.59854, 2.67758, -0.46780)
H (7.69497, 1.13172, 0.37752)
H (5.44567, 2.05658, -1.47342)
H (6.31266, 0.53672, -1.57147)
H (5.27843, -0.31023, 0.42360)
H (3.93885, 0.68468, -0.20062)
H (5.81794, 3.45070, 0.98510)
H (6.72720, 2.44551, 2.12654)
C (-2.36945, -2.63223, 8.89704)
C (-1.78635, -1.21990, 8.80354)
C (-0.61775, -1.43986, 7.85369)
O (-1.01954, -2.48832, 6.96098)
C (-2.20840, -3.13286, 7.46931)
H (-3.40514, -2.65650, 9.22706)
H (-1.77775, -3.23797, 9.58501)
H (-2.51289, -0.53073, 8.36892)
H (-1.46914, -0.81743, 9.76258)
H (0.27518, -1.76474, 8.39706)
H (-0.36352, -0.55538, 7.26611)
H (-3.06456, -2.85881, 6.85576)
H (-2.07338, -4.21153, 7.40115)
C (-2.22511, -0.64206, -2.74061)
C (-3.36884, -0.31741, -3.70567)
C (-2.75871, 0.80773, -4.53565)
O (-1.35512, 0.54178, -4.58613)
C (-1.01422, -0.46440, -3.64189)
H (-2.28784, -1.63530, -2.31061)
H (-2.19975, 0.08586, -1.92572)
H (-3.58984, -1.18031, -4.33633)
H (-4.28875, -0.01987, -3.20551)
H (-2.91872, 1.78228, -4.06139)
H (-3.14291, 0.85339, -5.55376)
H (-0.78692, -1.39446, -4.17718)
H (-0.11994, -0.14734, -3.10149)
C (-5.04471, 3.77376, -1.12848)
C (-4.14972, 2.59358, -0.74509)
C (-2.75881, 3.19830, -0.90267)
O (-2.89088, 4.57964, -0.59156)
C (-4.27527, 4.94441, -0.53220)
H (-6.05918, 3.70948, -0.74700)
H (-5.09660, 3.86759, -2.21583)
H (-4.32367, 2.31392, 0.29630)
H (-4.30071, 1.70835, -1.36298)
H (-2.39499, 3.09349, -1.93266)
H (-2.02045, 2.75395, -0.23130)
H (-4.55856, 5.11214, 0.51130)
H (-4.41540, 5.87557, -1.07884)
C (-9.70294, 5.42215, -2.38670)
C (-8.72964, 6.31330, -3.16285)
C (-7.78649, 6.76852, -2.05557)
O (-7.73536, 5.69448, -1.11427)
C (-8.76718, 4.74790, -1.39079)
H (-10.23501, 4.70635, -3.01011)
H (-10.43998, 6.03271, -1.86278)
H (-8.18923, 5.72516, -3.90705)
H (-9.20887, 7.14731, -3.67123)
H (-8.16446, 7.66580, -1.55534)
H (-6.77456, 6.97179, -2.40786)
H (-8.32128, 3.84250, -1.82062)
H (-9.25476, 4.47981, -0.45335)
C (3.10229, -5.13536, -3.61848)
C (4.42537, -5.71396, -3.11049)
C (5.15834, -4.45190, -2.67549)
O (4.14468, -3.54185, -2.22040)
C (2.85459, -4.01388, -2.62029)
H (2.28761, -5.85563, -3.64810)
H (3.22993, -4.72446, -4.62094)
H (4.25415, -6.37450, -2.25817)
H (4.97329, -6.27123, -3.86643)
H (5.69316, -3.99668, -3.51419)
H (5.86748, -4.61587, -1.86462)
H (2.30563, -4.39570, -1.74892)
H (2.29808, -3.18017, -3.03922)
C (3.61262, -0.56523, -5.04237)
C (4.35717, 0.30318, -6.05552)
C (5.04600, 1.31051, -5.14485)
O (5.32557, 0.61981, -3.92187)
C (4.61081, -0.62265, -3.89042)
H (3.35163, -1.55284, -5.41969)
H (2.69299, -0.06976, -4.72548)
H (5.09809, -0.29190, -6.59215)
H (3.70674, 0.77726, -6.78732)
H (4.39789, 2.16745, -4.93340)
H (5.98490, 1.68154, -5.55436)
H (5.32388, -1.44416, -4.01855)
H (4.12756, -0.74455, -2.91982)

Results
Charge: +1



(2)
Here is a 3-piece molecular cluster, C36H69FNO9 overall at a distorted geometry from OMol25. Energies are from ωB97M-V/def2-TZVPD.

Geometry (Å):
C (7.12755, -0.52173, 1.11766)
C (5.85141, 0.26321, 0.75639)
C (5.52906, 0.30764, -0.74607)
C (5.70128, 1.69020, -1.37174)
C (7.16481, 2.12946, -1.36848)
C (7.40639, 3.64492, -1.23902)
C (6.69223, 4.31724, -0.06125)
C (6.03633, 5.67251, -0.36160)
C (5.22510, 5.74261, -1.66777)
C (3.76790, 6.18097, -1.46886)
C (2.87359, 4.96943, -1.23959)
C (1.39577, 5.29964, -1.13387)
C (0.66238, 4.08128, -0.59665)
O (-0.73759, 4.15441, -0.97373)
C (-1.44335, 3.09029, -0.68536)
O (-1.06873, 2.15562, -0.06264)
C (-2.80002, 3.10706, -1.32750)
C (-2.88450, 3.75896, -2.56792)
C (-4.08653, 3.75200, -3.24911)
N (-5.13954, 3.11249, -2.71054)
C (-5.11220, 2.47719, -1.51855)
C (-6.37321, 1.80949, -1.07935)
C (-6.22035, 0.25691, -1.13760)
C (-6.90287, -0.36320, -2.36377)
O (-6.66930, -0.28566, 0.08336)
C (-3.91570, 2.47170, -0.75935)
C (-3.88827, 1.82556, 0.60395)
C (-3.66293, 2.86043, 1.73414)
F (-2.54887, 2.54848, 2.47920)
H (7.98577, 0.14214, 1.19602)
H (7.36289, -1.27881, 0.37496)
H (7.03054, -1.00198, 2.08673)
H (5.97936, 1.26514, 1.16177)
H (5.03954, -0.19422, 1.31459)
H (6.19655, -0.38403, -1.25654)
H (4.51599, -0.06198, -0.89738)
H (5.04324, 2.40255, -0.87958)
H (5.34636, 1.60429, -2.39900)
H (7.58362, 1.82758, -2.32686)
H (7.75023, 1.61757, -0.61003)
H (8.47492, 3.78064, -1.08819)
H (7.18499, 4.10834, -2.19698)
H (5.95296, 3.67141, 0.40228)
H (7.44311, 4.48857, 0.70778)
H (6.75245, 6.48590, -0.31044)
H (5.33451, 5.86733, 0.45079)
H (5.72288, 6.42287, -2.35464)
H (5.20998, 4.78346, -2.17854)
H (3.68407, 6.86464, -0.62604)
H (3.44012, 6.73307, -2.34872)
H (3.23180, 4.47494, -0.33326)
H (3.03185, 4.26548, -2.05482)
H (0.98916, 5.50521, -2.12279)
H (1.22596, 6.16208, -0.49719)
H (0.75550, 4.03919, 0.48217)
H (1.09573, 3.19177, -1.04049)
H (-2.02205, 4.24621, -2.98549)
H (-4.22379, 4.23350, -4.20140)
H (-6.01884, 3.09522, -3.21034)
H (-6.57358, 2.07993, -0.05067)
H (-7.19003, 2.12905, -1.71871)
H (-5.15871, 0.02681, -1.19682)
H (-7.46519, 0.37454, -2.92852)
H (-7.55526, -1.18293, -2.08382)
H (-6.15823, -0.75636, -3.04805)
H (-7.48725, -0.77147, -0.05011)
H (-4.81880, 1.32208, 0.81953)
H (-3.08220, 1.10433, 0.64525)
H (-3.52054, 3.85990, 1.32604)
H (-4.50342, 2.84793, 2.42115)
C (-10.11233, -6.62939, -1.48619)
O (-9.83766, -6.09369, -2.76232)
C (-10.25516, -4.74957, -2.90389)
C (-9.38225, -4.00637, -3.88897)
O (-8.09580, -3.65575, -3.38965)
C (-7.13408, -4.69724, -3.25692)
C (-6.58379, -5.21461, -4.56655)
O (-7.50849, -6.07615, -5.20073)
C (-7.34002, -6.13144, -6.60069)
H (-11.19068, -6.70204, -1.30854)
H (-9.68022, -7.62706, -1.44977)
H (-9.65481, -6.02160, -0.69644)
H (-10.22751, -4.23420, -1.93593)
H (-11.28963, -4.73886, -3.27305)
H (-9.87042, -3.05146, -4.09949)
H (-9.30585, -4.54829, -4.83223)
H (-7.51734, -5.51354, -2.64367)
H (-6.30352, -4.24013, -2.71246)
H (-5.66183, -5.77675, -4.36337)
H (-6.34072, -4.36521, -5.21732)
H (-7.40165, -5.13059, -7.04395)
H (-8.14597, -6.74115, -7.00302)
H (-6.38090, -6.58873, -6.86734)
C (5.71165, -5.87239, 5.19443)
O (6.00153, -4.76800, 6.02011)
C (7.22329, -4.13146, 5.68613)
C (7.18506, -2.65680, 6.01490)
O (6.42272, -1.87197, 5.10854)
C (5.00754, -1.95592, 5.18143)
C (4.39984, -1.28619, 6.39334)
O (4.55358, -2.08614, 7.55148)
C (4.55287, -1.33234, 8.74300)
H (6.44036, -6.67852, 5.33584)
H (4.72376, -6.23736, 5.46924)
H (5.69489, -5.58156, 4.13721)
H (7.44149, -4.25572, 4.61905)
H (8.03151, -4.60064, 6.26331)
H (8.20532, -2.27826, 5.92021)
H (6.87051, -2.49194, 7.04658)
H (4.66408, -2.98794, 5.09112)
H (4.65396, -1.41399, 4.30038)
H (3.32590, -1.13593, 6.21294)
H (4.87217, -0.30703, 6.53691)
H (5.32900, -0.55871, 8.71987)
H (4.76616, -2.01540, 9.56266)
H (3.57750, -0.86296, 8.91576)

Results
Charge: +1



Results for Kohn-Sham gap: 0.2940; 0.2139 (in Ha, following the order of the records).
Results for E_tot: -138977.835; -61076.635 (in eV, following the order of the records).
Results for molecular weight: 822.87; 678.94 (in g/mol, following the order of the records).